<P>
The following is a DFT calculation (wB97M-V/def2-TZVPD) of the molecule C17H22FN3O2.

Element x y z (Å)
C -1.4567 -2.1426 1.7062
O -1.7334 -2.8080 0.4965
C -3.0931 -2.9878 0.1928
C -3.8364 -1.7674 -0.3884
H -4.7135 -2.1658 -0.9045
C -4.2666 -0.7190 0.6599
C -3.5426 0.5677 0.2508
N -2.4324 0.1199 -0.5713
C -1.8279 1.1773 -1.3629
C -1.0969 2.1464 -0.4961
C 0.1735 2.0248 0.0612
N 0.3840 3.1805 0.7415
N -0.6454 4.0162 0.6729
C -1.5446 3.4088 -0.0763
H -2.4782 3.8872 -0.2975
H 1.1915 3.4251 1.2920
C 1.1610 0.9656 -0.0175
C 2.5200 1.2434 0.0993
C 3.4560 0.2304 0.0200
C 3.0890 -1.1010 -0.1771
C 1.7187 -1.3609 -0.2910
C 0.7763 -0.3624 -0.2151
H -0.2692 -0.6093 -0.2826
H 1.4173 -2.3859 -0.4366
O 3.8988 -2.1838 -0.2699
C 5.2993 -2.0333 -0.1804
H 5.6019 -1.6269 0.7882
H 5.7039 -3.0381 -0.2918
H 5.6894 -1.3959 -0.9780
F 4.7600 0.6027 0.1432
H 2.8844 2.2511 0.2301
H -1.1265 0.7116 -2.0620
H -2.5920 1.7225 -1.9490
C -2.9597 -0.9746 -1.3653
H -3.5689 -0.6055 -2.2094
H -2.1398 -1.5774 -1.7595
H -4.2232 1.2205 -0.3248
H -3.1697 1.1380 1.1040
H -3.9822 -1.0304 1.6630
H -5.3465 -0.5747 0.6532
H -3.0964 -3.7800 -0.5630
H -3.6389 -3.3530 1.0770
H -0.3943 -2.2908 1.8957
H -1.6598 -1.0710 1.6383
H -2.0340 -2.5750 2.5334

The charge is 0. As for the orbital gap: 8.8630 eV. As for the structure (SMILES): COC[C@H]1CCN(Cc2cn[nH]c2-c2ccc(OC)c(F)c2)C1. The value obtained for the LUMO energy is 0.8 eV.

These are the Mulliken partial charges, in e, on atoms 1 to 2: atom 1 (C): -0.696, atom 2 (O): -0.297

=====

<Q>
The following is a DFT calculation (wB97M-V/def2-TZVPD) of the molecule C17H22FN3O2.

Element x y z (Å)
C 0.1725 -1.8523 4.6935
N -0.1476 -1.3961 3.3599
C -1.4454 -0.7463 3.2955
C -1.5063 0.0722 2.0573
N -0.9769 1.2376 1.8530
C -1.2573 1.4821 0.5388
N -1.9316 0.5183 -0.0201
O -2.1015 -0.4106 0.9601
C -0.8231 2.7204 -0.1566
C -0.9311 2.5683 -1.6476
C -1.9882 3.1306 -2.3496
C -2.0930 2.9687 -3.7205
C -1.1430 2.2414 -4.4145
C -0.0962 1.6843 -3.7031
C 0.0261 1.8344 -2.3354
H 0.8582 1.3793 -1.8206
F 0.8411 0.9766 -4.3674
H -1.2026 2.1022 -5.4821
H -2.9204 3.4119 -4.2534
H -2.7375 3.6995 -1.8198
H 0.2059 2.9258 0.1476
H -1.4457 3.5469 0.1950
H -2.2903 -1.4565 3.3000
H -1.5328 -0.0724 4.1500
C 0.0493 -2.4270 2.3492
C 1.4479 -2.3105 1.7329
C 1.5975 -1.0076 0.9449
H 1.4502 -0.1511 1.6034
C 2.9868 -0.9525 0.3101
H 3.0968 -0.0705 -0.3245
O 3.2240 -2.0567 -0.5320
C 3.1302 -3.2772 0.1618
C 1.7500 -3.4774 0.7920
H 1.7297 -4.4269 1.3297
H 0.9985 -3.5099 0.0006
H 3.3388 -4.0542 -0.5766
H 3.9007 -3.3184 0.9497
H 3.7519 -0.9162 1.1029
H 0.8471 -0.9775 0.1509
H 2.1847 -2.3100 2.5442
H -0.6927 -2.3141 1.5557
H -0.0828 -3.4313 2.7799
H -0.5372 -2.6060 5.0692
H 1.1688 -2.2887 4.6857
H 0.1754 -1.0019 5.3737

The charge is 0. As for the orbital gap: 9.7968 eV. As for the structure (SMILES): CN(Cc1nc(Cc2cccc(F)c2)no1)CC1CCOCC1. The value obtained for the LUMO energy is 0.8 eV.

These are the Mulliken partial charges, in e, on atoms 1 to 2: atom 1 (C): -1.147, atom 2 (N): 0.340

=====

Energy relative to the most stable one, in kJ/mol: <P> 20.7; <Q> 0.0

=====

<P>
The following is a DFT calculation (wB97M-V/def2-TZVPD) of a cluster of 2 separate species, C4H9NO in total.

Element x y z (Å)
C -0.2986 -0.7388 0.9034
C -0.7943 0.6218 1.2978
C -1.7505 0.9677 2.2184
C -0.0743 1.6703 -0.7417
N -0.3276 1.6704 0.5135
H 0.6835 -0.6712 0.4572
H -0.2848 -1.3383 1.8180
H -0.9419 -1.2772 0.2059
H -1.8797 2.0393 2.3294
H -2.5400 0.3576 2.6377
H -0.0969 0.7071 -1.2903
H 0.1656 2.5764 -1.2992
H 2.0755 -2.0249 -3.4569
H 3.0595 -2.5988 -2.4525
O 3.0046 -1.9614 -3.1409

The charge is -1. As for the orbital gap (spin up / spin down): 2.7687 / 6.0963 eV. The spin multiplicity is 2. The value obtained for the LUMO energy (spin up / spin down) is 3.3 / 3.2 eV.

These are the Mulliken partial charges, in e, on atoms 1 to 2: atom 1 (C): -1.243, atom 2 (C): 0.439

=====

<Q>
The following is a DFT calculation (wB97M-V/def2-TZVPD) of a cluster of 2 separate species, C4H9NO in total.

Element x y z (Å)
C -1.5212 -0.3583 0.7044
C -0.2042 -0.8073 0.1040
C 0.0380 -1.6991 -0.8976
C 1.9418 0.1541 0.1292
N 0.9156 -0.3261 0.7851
H -2.1715 0.1716 -0.1942
H -2.0555 -1.2321 0.8568
H -1.4594 0.2120 1.5955
H 1.0268 -1.5687 -1.2825
H -0.6751 -2.1817 -1.4964
H 2.8281 0.3546 0.6777
H 1.9513 0.3632 -0.9836
H -0.5991 1.9157 0.5528
H 0.3905 2.3229 -0.5066
O -0.4062 2.6792 -0.0444

The charge is -1. As for the orbital gap (spin up / spin down): 4.2171 / 7.4527 eV. The spin multiplicity is 2. The value obtained for the LUMO energy (spin up / spin down) is 4.3 / 4.2 eV.

These are the Mulliken partial charges, in e, on atoms 1 to 2: atom 1 (C): -1.515, atom 2 (C): 0.660

=====

Energy relative to the most stable one, in kJ/mol: <P> 6.3; <Q> 0.0

=====

<P>
The following is a DFT calculation (wB97M-V/def2-TZVPD) of a cluster of 2 separate species, CH3O2S in total.

Element x y z (Å)
S 1.2640 -1.6501 -0.7121
H 0.5194 -1.8231 -1.8191
O -1.6068 1.8836 1.2414
C -1.0794 0.9241 0.7286
O -0.1685 0.9984 -0.2072
H -1.3666 -0.1015 1.0028
H 0.3692 0.1308 -0.2602

The charge is -1. As for the orbital gap: 7.6368 eV. The value obtained for the LUMO energy is 4.1 eV.

These are the Mulliken partial charges, in e, on atoms 1 to 2: atom 1 (S): -0.824, atom 2 (H): 0.000

=====

<Q>
The following is a DFT calculation (wB97M-V/def2-TZVPD) of the ion CH3O2S with charge -1.

Element x y z (Å)
C -0.7675 -0.0264 -0.7517
O 1.4780 -1.3216 0.0182
O 1.2541 1.2062 0.0298
S 0.5961 -0.0643 0.1374
H -1.2258 0.9957 -0.7841
H -1.5134 -0.6109 -0.1697
H 0.1785 -0.1788 1.5201

The charge is -1. As for the orbital gap: 7.4566 eV. As for the structure (SMILES): C=[S@@H](=O)[O-]. The value obtained for the LUMO energy is 4.2 eV.

These are the Mulliken partial charges, in e, on atoms 1 to 2: atom 1 (C): -0.742, atom 2 (O): -0.644

=====

Energy relative to the most stable one, in kJ/mol: <P> 0.0; <Q> 307.1

=====

<P>
The following is a DFT calculation (wB97M-V/def2-TZVPD) of a structure of composition C2H7O2P.

Element x y z (Å)
C 1.0332 0.8601 0.4850
C 1.2250 -0.2027 -0.6145
O 0.2358 -1.0731 -0.5868
O -3.2477 0.3348 0.0677
P -1.9356 -0.5206 0.0674
H 1.4797 1.7154 0.1416
H -0.1323 0.8985 0.3068
H 1.3563 0.6151 1.4859
H 2.1389 -0.7779 -0.5755
H 1.2102 0.4736 -1.4936
H -1.3865 -0.7244 1.3656
H -1.9769 -1.5989 -0.6494

The charge is 0. As for the orbital gap (spin up / spin down): 7.6245 / 7.6003 eV. The value obtained for the LUMO energy (spin up / spin down) is -1.9 / -1.9 eV.

These are the Mulliken partial charges, in e, on atoms 1 to 2: atom 1 (C): -0.686, atom 2 (C): -0.148

=====

<Q>
The following is a DFT calculation (wB97M-V/def2-TZVPD) of a cluster of 2 separate species, C2H7O2P in total.

Element x y z (Å)
C -3.3913 -0.2625 0.1304
C 2.6109 0.6227 -0.2514
O 0.6518 -0.9278 0.6348
O -2.3056 -0.1271 0.6520
P 0.7051 0.5248 -0.1898
H -3.6910 -1.0812 -0.6928
H 0.5331 -0.7661 1.5321
H -4.3903 0.3826 0.4483
H 2.9350 -0.4071 -0.6437
H 2.8381 1.4567 -1.0144
H 3.0581 0.6555 0.8465
H 0.4459 -0.0706 -1.4519

The charge is 0. As for the orbital gap: 9.3169 eV. As for the structure (SMILES): C=O.CPO. The value obtained for the LUMO energy is 0.7 eV.

These are the Mulliken partial charges, in e, on atoms 1 to 2: atom 1 (C): -0.048, atom 2 (C): -0.788

=====

<R>
The following is a DFT calculation (wB97M-V/def2-TZVPD) of a cluster of 2 separate species, C2H7O2P in total.

Element x y z (Å)
C -0.9645 0.9908 -0.3686
C 2.5265 -0.3057 -0.1234
O -1.4779 -1.0981 1.1628
O 2.1696 0.0976 0.9198
P -1.5066 -0.7709 -0.4355
H -1.5733 1.3395 0.6076
H 0.1748 1.3001 -0.2363
H -1.3360 1.4452 -1.2918
H 3.5749 0.0018 -0.5574
H 2.0282 -1.1049 -0.8361
H -0.7787 -1.5955 1.6242
H -2.8370 -0.3001 -0.4654

The charge is 0. As for the orbital gap: 9.5622 eV. As for the structure (SMILES): C=O.CPO. The value obtained for the LUMO energy is 0.8 eV.

These are the Mulliken partial charges, in e, on atoms 1 to 2: atom 1 (C): -0.719, atom 2 (C): -0.061

=====

Energy relative to the most stable one, in kJ/mol: <P> 211.9; <Q> 13.7; <R> 0.0